{"formula": "C4H7NO", "method": "ωB97M-V/def2-TZVPD", "energy_ha": -286.52330, "gap_ev": 10.44, "charge": 0, "smiles": "O[C@H]1CN2C[C@@H]12", "symbols": ["O", "C", "C", "N", "C", "C", "H", "H", "H", "H", "H", "H", "H"], "coordinates": [[-0.77, -0.49, 1.94], [0.12, 0.11, 1.05], [1.05, -0.66, 0.09], [0.84, 0.39, -0.96], [-0.52, 0.17, -1.42], [-0.34, 0.90, -0.15], [-1.55, -0.79, 1.46], [0.75, 0.77, 1.65], [0.68, -1.65, -0.23], [2.09, -0.75, 0.39], [-0.89, -0.85, -1.49], [-0.77, 0.80, -2.27], [-0.62, 1.95, -0.10]], "mulliken_charge": [-0.537, 0.176, -0.487, -0.466, -0.233, -0.306, 0.334, 0.280, 0.258, 0.269, 0.189, 0.241, 0.282]}

{"formula": "C4H7NO", "method": "ωB97M-V/def2-TZVPD", "energy_ha": -286.56771, "gap_ev": 10.84, "charge": 0, "smiles": "C[C@H]1CN1C=O", "symbols": ["C", "C", "C", "N", "C", "O", "H", "H", "H", "H", "H", "H", "H"], "coordinates": [[1.33, 0.95, 0.77], [-0.01, 0.32, 0.47], [-0.71, 0.60, -0.82], [-0.04, -0.67, -0.58], [-0.77, -1.85, -0.47], [-1.36, -2.37, -1.39], [1.96, 0.29, 1.37], [1.19, 1.89, 1.31], [1.86, 1.17, -0.17], [-0.64, 0.12, 1.33], [-1.80, 0.57, -0.82], [-0.26, 1.25, -1.56], [-0.75, -2.28, 0.55]], "mulliken_charge": [-1.331, 0.329, -0.517, -0.271, 0.064, -0.481, 0.287, 0.327, 0.331, 0.463, 0.259, 0.221, 0.319]}

{"formula": "C4H7NO", "method": "ωB97M-V/def2-TZVPD", "energy_ha": -286.57248, "gap_ev": 10.09, "charge": 0, "smiles": "[H]/N=C(\\C)C(C)=O", "symbols": ["H", "N", "C", "C", "C", "C", "O", "H", "H", "H", "H", "H", "H"], "coordinates": [[-2.23, 0.00, 0.88], [-1.34, 0.36, 0.84], [-0.62, -0.16, -0.06], [-0.91, -1.32, -0.96], [0.77, 0.53, -0.25], [1.37, 1.17, 0.89], [1.26, 0.59, -1.39], [-0.07, -1.98, -0.71], [-1.00, -1.04, -2.08], [-1.82, -1.94, -0.63], [0.64, 1.20, 1.67], [1.73, 2.11, 0.69], [2.24, 0.48, 1.11]], "mulliken_charge": [0.255, -0.628, 0.631, -0.987, 0.514, -0.983, -0.570, 0.280, 0.239, 0.352, 0.343, 0.317, 0.237]}

{"formula": "C4H7NO", "method": "ωB97M-V/def2-TZVPD", "energy_ha": -286.44726, "gap_ev": 9.02, "charge": 0, "symbols": ["O", "C", "N", "C", "C", "C", "H", "H", "H", "H", "H", "H", "H"], "coordinates": [[1.02, -1.33, -1.19], [1.73, -0.41, -0.71], [1.62, 0.06, 0.54], [-0.25, 0.64, 0.11], [-1.26, 0.73, 1.06], [-0.81, -0.50, -0.55], [2.35, 0.19, -1.38], [1.21, -0.69, 1.11], [-0.03, 1.53, -0.47], [-1.52, -0.11, 1.69], [-1.74, 1.68, 1.30], [-1.28, -0.39, -1.53], [-1.05, -1.39, 0.01]], "mulliken_charge": [-0.584, 0.159, -0.674, 0.074, -0.648, -0.305, 0.373, 0.312, 0.253, 0.270, 0.257, 0.229, 0.284]}

{"formula": "C4H7NO", "method": "ωB97M-V/def2-TZVPD", "energy_ha": -286.43777, "gap_ev": 8.61, "charge": 0, "symbols": ["C", "N", "C", "C", "C", "O", "H", "H", "H", "H", "H", "H", "H"], "coordinates": [[-1.59, 0.01, 0.12], [-1.23, 1.38, 0.20], [-0.62, 0.60, -0.91], [0.58, -0.16, -0.88], [1.36, -0.27, 0.38], [1.97, -1.54, 0.46], [-1.22, -0.70, 0.85], [-2.59, -0.21, -0.27], [-0.54, 1.53, 0.93], [-1.07, 0.81, -1.87], [1.97, -1.87, -0.45], [2.13, 0.53, 0.30], [0.85, -0.10, 1.34]], "mulliken_charge": [-0.365, -0.559, -0.043, -0.540, -0.059, -0.470, 0.228, 0.250, 0.320, 0.401, 0.351, 0.203, 0.282]}

{"formula": "C4H7NO", "method": "ωB97M-V/def2-TZVPD", "energy_ha": -286.38095, "gap_ev": 8.83, "charge": 0, "symbols": ["O", "C", "C", "N", "C", "C", "H", "H", "H", "H", "H", "H", "H"], "coordinates": [[1.28, -0.39, 1.49], [0.41, -0.17, 0.43], [-0.31, -1.36, -0.23], [-0.82, 0.43, -0.97], [-0.83, 0.71, 0.53], [0.68, 0.55, -0.90], [1.85, -1.13, 1.25], [-0.87, -0.73, -1.25], [-1.16, -1.65, 0.42], [-0.70, 1.78, 0.69], [-1.70, 0.33, 1.07], [1.22, 0.02, -1.68], [0.95, 1.61, -0.84]], "mulliken_charge": [-0.563, 0.552, -0.719, -0.516, -0.448, -0.412, 0.347, 0.426, 0.241, 0.277, 0.261, 0.281, 0.272]}

{"formula": "C4H7NO", "method": "ωB97M-V/def2-TZVPD", "energy_ha": -286.51532, "gap_ev": 9.73, "charge": 0, "symbols": ["C", "C", "C", "C", "N", "O", "H", "H", "H", "H", "H", "H", "H"], "coordinates": [[-1.90, -0.08, -0.30], [0.08, 0.12, -0.26], [0.94, 1.19, 0.13], [0.67, -1.28, 0.02], [-1.01, 0.23, -1.16], [-1.47, -0.11, 0.95], [-2.94, -0.23, -0.46], [2.02, 1.23, -0.25], [0.86, 1.37, 1.24], [0.54, 2.23, -0.16], [-0.11, -1.71, 0.62], [1.59, -1.18, 0.57], [0.72, -1.81, -0.95]], "mulliken_charge": [-0.217, 1.605, -1.378, -1.176, -0.718, -0.627, 0.436, 0.330, 0.348, 0.361, 0.365, 0.335, 0.338]}

{"formula": "C4H7NO", "method": "ωB97M-V/def2-TZVPD", "energy_ha": -286.50483, "gap_ev": 10.68, "charge": 0, "smiles": "N#CC1CC1.O", "symbols": ["N", "C", "C", "C", "C", "H", "H", "H", "H", "H", "O", "H", "H"], "coordinates": [[2.52, 1.54, 0.88], [1.57, 1.20, 0.31], [0.38, 0.69, -0.34], [0.06, -0.92, 0.27], [0.50, -0.60, -1.09], [-0.19, 1.50, -0.83], [-0.80, -1.59, 0.39], [0.74, -1.00, 1.11], [-0.34, -0.68, -1.78], [1.45, -0.93, -1.46], [-2.16, 0.14, 0.53], [-2.37, -0.02, 1.45], [-1.35, 0.67, 0.55]], "mulliken_charge": [-0.457, 0.215, -0.581, -0.688, -0.268, 0.583, 0.279, 0.337, 0.234, 0.293, -0.680, 0.323, 0.410]}

{"formula": "C4H7NO", "method": "ωB97M-V/def2-TZVPD", "energy_ha": -286.50782, "gap_ev": 10.31, "charge": 0, "symbols": ["C", "C", "N", "C", "C", "O", "H", "H", "H", "H", "H", "H", "H"], "coordinates": [[0.74, -1.71, 0.38], [0.36, -0.22, 0.28], [0.47, 1.19, -0.80], [-0.89, 1.54, -0.29], [-0.98, 0.04, -0.27], [-1.59, -0.67, -1.04], [1.79, -1.93, 0.60], [0.38, -2.29, -0.47], [0.17, -2.10, 1.26], [0.67, 0.31, 1.19], [1.17, 1.77, -0.35], [-1.63, 1.97, -0.96], [-0.91, 2.04, 0.70]], "mulliken_charge": [-1.154, 0.070, -0.586, -0.487, 0.687, -0.583, 0.339, 0.321, 0.306, 0.262, 0.271, 0.300, 0.253]}

{"formula": "C4H7NO", "method": "ωB97M-V/def2-TZVPD", "energy_ha": -286.53407, "gap_ev": 10.44, "charge": 0, "smiles": "CC1(C)NC1=O", "symbols": ["C", "C", "C", "N", "C", "O", "H", "H", "H", "H", "H", "H", "H"], "coordinates": [[-1.38, 0.47, 0.34], [0.04, -0.17, 0.04], [1.17, 0.59, 0.65], [0.44, -0.39, -1.43], [0.20, -1.47, -0.59], [0.16, -2.68, -0.57], [-1.29, 1.44, 0.02], [-1.46, 0.23, 1.39], [-2.14, -0.05, -0.16], [1.08, 1.66, 0.41], [2.21, 0.03, 0.42], [1.19, 0.57, 1.67], [-0.22, -0.22, -2.18]], "mulliken_charge": [-1.361, 1.073, -1.183, -0.566, 0.161, -0.539, 0.430, 0.350, 0.354, 0.285, 0.292, 0.431, 0.272]}

{"formula": "C4H7NO", "method": "ωB97M-V/def2-TZVPD", "energy_ha": -286.51940, "gap_ev": 10.07, "charge": 0, "symbols": ["C", "C", "O", "C", "C", "N", "H", "H", "H", "H", "H", "H", "H"], "coordinates": [[-0.11, -1.27, -1.23], [0.25, -0.26, -0.17], [0.72, -0.67, 1.10], [-0.43, 0.92, 0.34], [0.10, 0.52, 1.70], [0.80, 1.12, -0.43], [0.69, -1.98, -1.47], [-0.36, -0.75, -2.15], [-0.99, -1.87, -0.96], [-1.38, 1.34, 0.06], [-0.64, 0.20, 2.44], [0.78, 1.27, 2.14], [0.57, 1.43, -1.38]], "mulliken_charge": [-1.104, 0.890, -0.474, -0.248, -0.430, -0.697, 0.331, 0.309, 0.239, 0.409, 0.275, 0.256, 0.245]}

{"formula": "C4H7NO", "method": "ωB97M-V/def2-TZVPD", "energy_ha": -286.42154, "gap_ev": 7.49, "charge": 0, "symbols": ["O", "C", "C", "N", "C", "C", "H", "H", "H", "H", "H", "H", "H"], "coordinates": [[-1.49, -1.15, 0.93], [-1.19, -0.13, 0.01], [-0.58, 1.18, 0.46], [0.66, 0.89, -0.36], [1.35, -0.42, -0.13], [0.06, -0.35, -0.88], [-0.86, -1.06, 1.66], [-2.09, -0.03, -0.61], [-0.31, 1.31, 1.51], [0.77, 1.77, -0.84], [1.36, -0.73, 0.91], [2.25, -0.68, -0.70], [0.08, -0.59, -1.94]], "mulliken_charge": [-0.546, -0.236, -0.700, -0.080, -0.486, -0.006, 0.377, 0.343, 0.159, 0.340, 0.210, 0.306, 0.321]}

{"formula": "C4H7NO", "method": "ωB97M-V/def2-TZVPD", "energy_ha": -286.48255, "gap_ev": 8.82, "charge": 0, "symbols": ["C", "C", "C", "N", "C", "O", "H", "H", "H", "H", "H", "H", "H"], "coordinates": [[0.38, -1.23, 1.09], [-0.01, 0.19, 1.29], [0.56, 1.08, 0.23], [-0.68, 0.89, -0.54], [-0.75, 0.07, -1.63], [0.20, -0.47, -2.16], [-0.43, -1.92, 1.33], [1.13, -1.38, 1.89], [0.85, -1.51, 0.13], [-1.54, 1.23, -0.12], [0.69, 2.13, 0.48], [1.39, 0.71, -0.40], [-1.79, -0.06, -2.00]], "mulliken_charge": [-0.842, -0.239, -0.314, -0.179, 0.026, -0.510, 0.279, 0.329, 0.300, 0.321, 0.264, 0.224, 0.341]}

{"formula": "C4H7NO", "method": "ωB97M-V/def2-TZVPD", "energy_ha": -286.43965, "gap_ev": 9.71, "charge": 0, "symbols": ["O", "C", "C", "C", "N", "C", "H", "H", "H", "H", "H", "H", "H"], "coordinates": [[2.03, 0.65, 0.17], [0.88, 0.24, -0.50], [0.21, -1.10, -0.08], [-1.12, -0.36, 0.06], [-0.82, 0.89, 1.16], [-0.43, 0.99, -0.17], [1.77, 0.77, 1.10], [1.10, 0.25, -1.57], [0.57, -1.51, 0.87], [0.23, -1.89, -0.84], [-2.01, -0.51, -0.54], [-1.58, -0.19, 1.15], [-0.84, 1.77, -0.82]], "mulliken_charge": [-0.557, -0.263, -0.554, -0.384, -0.560, 0.099, 0.376, 0.363, 0.233, 0.262, 0.364, 0.225, 0.395]}

{"formula": "C4H7NO", "method": "ωB97M-V/def2-TZVPD", "energy_ha": -286.35936, "gap_ev": 9.21, "charge": 0, "smiles": "C1OC[C@@H]2N[C@@H]12", "symbols": ["C", "O", "C", "C", "N", "C", "H", "H", "H", "H", "H", "H", "H"], "coordinates": [[0.81, -0.25, 0.95], [1.18, 0.87, -0.01], [0.16, 1.14, -0.80], [-0.38, -0.34, -0.80], [-1.42, -0.97, 0.00], [-0.66, -0.33, 0.86], [0.93, 0.33, 1.79], [1.37, -1.16, 0.80], [-0.59, 1.87, -0.58], [0.64, 1.10, -1.81], [0.51, -0.87, -1.10], [-1.54, -2.01, -0.51], [-1.00, 0.63, 1.20]], "mulliken_charge": [-0.500, -0.377, -0.394, -0.355, -0.400, -0.178, 0.345, 0.313, 0.315, 0.309, 0.264, 0.346, 0.312]}

{"formula": "C4H7NO", "method": "ωB97M-V/def2-TZVPD", "energy_ha": -286.57910, "gap_ev": 10.35, "charge": 0, "smiles": "CN1CCC1=O", "symbols": ["C", "N", "C", "C", "C", "O", "H", "H", "H", "H", "H", "H", "H"], "coordinates": [[1.62, -0.37, -0.37], [0.43, -0.38, 0.47], [-0.89, -0.81, -0.04], [-1.40, 0.64, 0.13], [-0.07, 0.88, 0.85], [0.48, 1.78, 1.41], [1.86, 0.67, -0.64], [2.49, -0.81, 0.11], [1.40, -0.92, -1.30], [-1.38, -1.52, 0.64], [-0.88, -1.22, -1.05], [-2.35, 0.89, 0.61], [-1.32, 1.17, -0.83]], "mulliken_charge": [-0.699, -0.029, -0.462, -0.402, 0.325, -0.580, 0.280, 0.239, 0.285, 0.256, 0.265, 0.338, 0.186]}

{"formula": "C4H7NO", "method": "ωB97M-V/def2-TZVPD", "energy_ha": -286.53500, "gap_ev": 10.47, "charge": 0, "smiles": "O[C@H]1C[C@H]2N[C@@H]12", "symbols": ["O", "C", "C", "C", "N", "C", "H", "H", "H", "H", "H", "H", "H"], "coordinates": [[1.87, 0.74, 0.37], [0.92, 0.23, -0.52], [0.32, -1.17, -0.19], [-1.02, -0.49, 0.07], [-0.78, 0.58, 1.05], [-0.49, 0.82, -0.37], [1.39, 0.78, 1.22], [1.34, 0.31, -1.53], [0.78, -1.69, 0.66], [0.31, -1.83, -1.06], [-2.01, -0.91, -0.03], [-1.68, 1.02, 1.26], [-0.97, 1.62, -0.92]], "mulliken_charge": [-0.548, -0.314, -0.567, -0.182, -0.617, -0.180, 0.371, 0.398, 0.258, 0.275, 0.417, 0.243, 0.444]}

{"formula": "C4H7NO", "method": "ωB97M-V/def2-TZVPD", "energy_ha": -286.50891, "gap_ev": 10.67, "charge": 0, "smiles": "C1N[C@H]1[C@H]1CO1", "symbols": ["C", "N", "C", "C", "C", "O", "H", "H", "H", "H", "H", "H", "H"], "coordinates": [[1.65, 0.55, 0.62], [1.55, -0.72, -0.10], [0.69, 0.39, -0.50], [-0.78, 0.36, -0.20], [-1.78, -0.70, -0.34], [-1.21, -0.40, 0.93], [1.23, 0.61, 1.63], [2.58, 1.10, 0.48], [1.00, -1.37, 0.45], [0.93, 0.84, -1.46], [-1.26, 1.34, -0.26], [-2.81, -0.38, -0.53], [-1.84, -1.70, -0.75]], "mulliken_charge": [-0.498, -0.627, -0.002, 0.014, -0.468, -0.433, 0.236, 0.266, 0.305, 0.371, 0.348, 0.239, 0.250]}

{"formula": "C4H7NO", "method": "ωB97M-V/def2-TZVPD", "energy_ha": -286.43296, "gap_ev": 9.63, "charge": 0, "smiles": "C1=CN1.C=CO", "symbols": ["C", "C", "N", "H", "H", "H", "C", "C", "O", "H", "H", "H", "H"], "coordinates": [[-0.89, -0.46, 0.90], [-1.66, 0.33, 0.26], [-1.51, -1.06, -0.32], [-0.31, -0.79, 1.74], [-2.27, 1.21, 0.16], [-2.31, -1.61, 0.01], [1.56, -0.49, -0.23], [1.53, 0.84, -0.31], [0.65, 1.58, -1.01], [2.27, -0.98, 0.43], [0.88, -1.12, -0.81], [2.23, 1.46, 0.25], [-0.18, 1.08, -1.07]], "mulliken_charge": [-0.224, -0.359, -0.417, 0.340, 0.390, 0.211, -0.974, 0.139, -0.491, 0.293, 0.402, 0.331, 0.358]}

Strongest force on any atom? In order: 0.42; 0.48; 3.87; 0.40; 0.52; 0.32; 5.39; 1.44; 1.22; 4.70; 0.86; 1.73; 0.44; 0.46; 9.52; 0.53; 0.33; 1.72; 0.65 eV/A.
ΔE to the lowest compared entry with this formula, charge and spin? In order: 2.948; 1.740; 1.610; 5.018; 5.276; 6.822; 3.165; 3.451; 3.370; 2.655; 3.054; 5.717; 4.057; 5.224; 7.409; 1.430; 2.630; 3.340; 5.407 eV.